# 1
{"formula": "C11H11ClOS", "method": "wB97M-V/def2-TZVPD", "species": ["C", "C", "C", "C", "C", "C", "C", "C", "C", "C", "C", "O", "S", "Cl", "H", "H", "H", "H", "H", "H", "H", "H", "H", "H", "H"], "coordinates": [[-3.21076, 1.89371, 1.79641], [-2.47489, 0.98194, 2.43093], [-3.07238, 2.24906, 0.46600], [-1.49738, 0.28998, 1.78228], [-2.11591, 1.51137, -0.29979], [-1.28927, 0.57216, 0.40634], [0.96971, -0.78094, 0.05857], [-0.32891, -0.20954, -0.39041], [2.03510, -0.87094, -0.95458], [3.44892, -0.71557, -0.41030], [2.03494, -1.97379, -2.00353], [1.12531, -1.02501, 1.23170], [1.38790, 0.77311, -1.63476], [-1.16261, -1.09626, -1.68577], [-4.04439, 2.42276, 2.26090], [-2.79684, 0.77175, 3.46229], [-3.67808, 2.99454, -0.05230], [-0.82848, -0.33078, 2.41006], [-2.11044, 1.46387, -1.38742], [4.30001, -1.00425, -1.18382], [3.48264, -1.41893, 0.44828], [3.57536, 0.31495, -0.02190], [2.55341, -1.64725, -2.84773], [1.07765, -2.29146, -2.24696], [2.61941, -2.87447, -1.63447]], "forces_ev_per_a": [[-2.62, 3.03, -1.38], [-0.47, -1.17, 2.08], [1.87, -1.44, -1.98], [1.84, 0.08, -0.37], [-0.57, -0.71, 1.96], [-0.57, 0.32, 0.18], [-0.58, -1.41, 1.93], [1.14, 0.97, -2.92], [0.91, 1.26, -2.14], [1.02, -0.42, 0.07], [1.17, -1.30, 2.25], [0.31, 0.16, 0.36], [-1.42, -0.84, 1.15], [0.08, -0.05, 0.43], [0.33, -0.27, 0.52], [0.72, -0.10, -0.41], [0.01, -0.27, 0.45], [-0.48, 0.07, -1.09], [0.26, 0.61, 0.24], [-1.98, 0.73, 1.54], [0.44, 0.36, -0.40], [0.24, -0.69, -0.23], [0.70, 0.69, -1.46], [-1.65, -0.56, -0.64], [-0.71, 0.96, -0.12]], "mulliken_charge": [-0.26, -0.52, -0.67, -0.29, -0.26, 0.38, -0.31, 0.34, 1.26, -1.27, -1.34, -0.59, -0.16, -0.15, 0.32, 0.32, 0.36, 0.36, 0.37, 0.28, 0.32, 0.39, 0.38, 0.43, 0.31], "molar_mass_g_mol": 226.7, "homo_ev": -8.99, "e_lumo_ev": -0.90, "largest_force_ev_per_a": 4.24, "homo_lumo_gap_ev": 8.09, "multiplicity": 1}

***

# 2
{"formula": "C11H11F", "method": "wB97M-V/def2-TZVPD", "species": ["C", "C", "C", "C", "C", "C", "C", "C", "C", "C", "C", "F", "H", "H", "H", "H", "H", "H", "H", "H", "H", "H", "H"], "coordinates": [[0.50190, -0.09134, 2.27750], [-0.93243, -0.15972, 2.11115], [1.25300, 0.41779, 1.29441], [-1.46127, -0.09177, 0.88382], [0.57103, 0.95480, 0.08443], [-0.57184, -0.05372, -0.30368], [0.84321, 2.25681, -0.10257], [1.22014, 3.48205, -0.27080], [-1.19467, -0.33558, -1.64305], [-0.69002, -1.59611, -1.00465], [0.52714, -2.32380, -1.48563], [-1.60043, -2.39896, -0.39389], [0.93476, -0.44338, 3.20175], [-1.55429, -0.27098, 2.98565], [2.32076, 0.54506, 1.38469], [-2.52434, -0.19673, 0.72151], [2.02139, 3.74973, -0.94499], [0.76269, 4.29370, 0.27352], [-2.26667, -0.21228, -1.74076], [-0.64930, -0.00022, -2.51567], [1.33789, -1.61778, -1.66034], [0.31024, -2.85644, -2.41724], [0.84111, -3.05114, -0.73515]], "forces_ev_per_a": [[-5.62, -2.10, 3.12], [4.79, -0.10, 4.34], [2.33, 1.82, -4.30], [-1.41, 0.45, -4.63], [0.98, -1.04, 1.03], [-1.31, 0.54, 0.68], [-0.87, -2.36, -0.95], [0.13, 0.47, -0.02], [-0.14, -0.23, 0.33], [1.42, 2.14, 0.05], [-0.32, -0.06, 0.03], [0.04, 0.10, -0.11], [0.00, 0.24, 0.19], [-0.04, -0.30, 0.07], [0.05, 0.28, 0.13], [-0.11, 0.01, 0.01], [0.21, -0.04, -0.04], [-0.23, 0.16, 0.03], [-0.12, -0.01, 0.01], [0.12, -0.03, -0.01], [0.00, 0.00, -0.01], [0.05, 0.00, 0.05], [0.04, 0.08, -0.02]], "mulliken_charge": [-0.34, -0.34, -0.79, -0.81, 0.12, 0.86, -0.02, -0.90, -0.95, 1.00, -1.34, -0.32, 0.43, 0.42, 0.45, 0.42, 0.25, 0.25, 0.27, 0.32, 0.33, 0.35, 0.35], "molar_mass_g_mol": 162.2, "homo_ev": [-5.06, -8.92], "e_lumo_ev": [0.95, -1.99], "largest_force_ev_per_a": 6.76, "homo_lumo_gap_ev": [6.01, 6.93], "multiplicity": 3}

***

# 3
{"formula": "C11H11IOS", "method": "wB97M-V/def2-TZVPD", "species": ["C", "C", "S", "C", "C", "C", "C", "C", "C", "C", "C", "C", "O", "I", "H", "H", "H", "H", "H", "H", "H", "H", "H", "H", "H"], "coordinates": [[3.53414, -1.15097, -1.24521], [2.32371, -0.76910, -0.83119], [0.82230, -1.58814, -0.34344], [-0.41609, -0.23564, -0.37840], [-0.53980, 0.37058, -1.65025], [-1.27657, 1.53875, -1.74181], [-2.02882, 1.99428, -0.62472], [-2.03389, 1.21265, 0.50043], [-1.14265, 0.15953, 0.70785], [-0.96779, -0.42646, 2.09299], [-1.19774, -1.96711, 2.35420], [2.11627, 0.82755, -0.86504], [1.87108, 1.60960, -0.02175], [2.67941, 1.57590, -2.84228], [3.91786, -2.17174, -1.35394], [4.06970, -0.27515, -1.50547], [0.11353, -0.02942, -2.42528], [-1.25235, 2.16708, -2.57347], [-2.69465, 2.77310, -0.74527], [-2.72835, 1.32169, 1.32358], [0.09681, -0.16856, 2.28940], [-1.66087, 0.15021, 2.70853], [-1.19854, -2.10072, 3.42972], [-0.37615, -2.45478, 1.90110], [-2.03054, -2.36312, 1.83972]], "forces_ev_per_a": [[-1.46, -0.68, 0.65], [-1.11, 1.93, -0.02], [0.09, 0.06, 0.42], [1.22, -0.89, -1.82], [0.20, 0.33, 0.98], [-0.14, -0.26, 1.83], [1.25, -2.69, -1.03], [-0.21, -0.26, 0.96], [-0.23, -0.73, 0.12], [-0.01, -0.30, -0.35], [0.95, 2.33, -0.23], [1.10, -0.90, 0.08], [-0.14, -0.76, 0.01], [-0.07, 0.43, -0.34], [-0.24, 0.59, 0.17], [1.35, 0.06, -0.43], [-0.56, 0.30, -0.16], [0.01, 0.57, -1.55], [-1.12, 1.70, -0.10], [-0.09, 0.76, -0.02], [-0.68, -0.21, 0.61], [0.42, -0.02, 0.38], [-0.20, -0.38, 0.01], [1.06, -0.79, -0.04], [-1.40, -0.19, -0.13]], "mulliken_charge": [-0.73, 0.75, -0.18, 0.36, -0.66, -0.50, -1.02, -0.41, 0.60, -0.90, -1.14, -0.19, -0.42, 0.03, 0.31, 0.27, 0.73, 0.46, 0.46, 0.37, 0.35, 0.43, 0.35, 0.31, 0.38], "molar_mass_g_mol": 318.2, "homo_ev": -8.77, "smiles": "C=C(Sc1ccccc1CC)C(=O)I", "e_lumo_ev": 0.04, "largest_force_ev_per_a": 3.14, "homo_lumo_gap_ev": 8.81, "multiplicity": 1}

***

# 4
{"formula": "C11H11N", "method": "wB97M-V/def2-TZVPD", "species": ["C", "C", "C", "C", "C", "C", "C", "C", "C", "C", "C", "N", "H", "H", "H", "H", "H", "H", "H", "H", "H", "H", "H"], "coordinates": [[2.19775, -1.76218, 0.05572], [-2.00421, -1.52244, -0.92352], [-2.08666, -0.17974, -1.02821], [-0.17145, -2.00719, 0.39765], [3.05782, -0.65149, -0.08047], [0.91939, -1.27159, 0.18910], [1.02658, 0.16789, 0.12450], [-0.00707, 0.99569, 0.30560], [-1.56261, -1.46593, 0.52757], [-1.75384, 0.05187, 0.35036], [0.05699, 2.43990, 0.20655], [2.32318, 0.52243, -0.02508], [2.67692, -2.74763, 0.06705], [-2.17822, -2.38077, -1.58276], [-2.08949, 0.56401, -1.83744], [-0.19132, -3.03273, 0.04160], [4.12904, -0.53833, -0.24456], [-2.14206, -2.04023, 1.17074], [-2.41696, 0.71211, 0.82140], [1.00734, 2.77170, 0.35082], [-0.62301, 2.96989, 1.08843], [-0.33336, 2.81581, -0.69776], [2.78094, 1.48171, 0.12862]], "forces_ev_per_a": [[6.11, 0.97, -1.14], [-1.03, 0.29, -0.78], [0.51, -0.41, -2.02], [-1.20, 0.15, -0.29], [-1.02, -1.23, 0.19], [-1.38, -0.37, 0.54], [-2.92, 1.31, 1.31], [-3.43, -2.91, -0.09], [0.89, 0.29, -1.68], [4.77, 2.17, 0.03], [-4.22, 0.79, 3.07], [3.16, 1.72, -0.31], [-0.94, 0.24, -0.02], [0.27, 0.43, 0.17], [-0.47, -0.59, 0.19], [0.43, -0.30, 0.73], [-0.30, -0.52, 0.22], [-1.11, -0.65, 1.63], [-0.70, 0.55, 1.61], [2.81, 1.18, 0.32], [1.64, -1.26, -2.09], [-0.45, 0.52, -1.21], [-1.42, -2.38, -0.37]], "mulliken_charge": [-1.38, -0.45, -0.57, -0.87, -0.28, 1.43, -0.34, 0.23, -0.23, -0.22, -1.47, -0.10, 0.36, 0.42, 0.34, 0.31, 0.40, 0.59, 0.58, 0.47, 0.25, 0.24, 0.27], "molar_mass_g_mol": 157.2, "homo_ev": -6.52, "e_lumo_ev": 0.81, "largest_force_ev_per_a": 6.29, "homo_lumo_gap_ev": 7.33, "multiplicity": 1}